(1)
Molecular formula: C33H32BrN5O3RuS
Method: DFT, ωB97M-V with the def2-TZVPD basis set

Last column: Mulliken charge in e.
Element x y z (Å)
1 Ru 0.215 -0.589 0.171  1.229
2 N -0.244 0.246 2.392  -0.369
3 C 0.747 0.041 3.458  -0.781
4 C 1.741 -1.061 3.083  -0.247
5 C 2.725 -0.514 2.050  0.265
6 O 3.758 0.026 2.436  -0.738
7 O 2.363 -0.582 0.814  -0.527
8 H -0.583 1.200 2.354  0.173
9 H -1.058 -0.350 2.502  0.148
10 H 0.261 -0.184 4.414  0.363
11 H 1.300 0.975 3.586  0.355
12 H 1.198 -1.926 2.692  -0.057
13 H 2.300 -1.359 3.971  0.480
14 C 0.661 -0.309 -1.884  0.053
15 C 1.601 -0.213 -2.688  -0.221
16 C 2.637 -0.076 -3.585  -0.944
17 C 2.847 1.209 -4.243  0.643
18 C 1.838 2.189 -4.204  -0.380
19 C 2.026 3.433 -4.773  -0.562
20 C 3.226 3.753 -5.400  -0.517
21 C 4.238 2.804 -5.434  -0.703
22 C 4.057 1.555 -4.865  -0.405
23 C 3.554 -1.216 -3.739  0.149
24 C 4.103 -1.578 -4.973  -0.305
25 C 4.924 -2.689 -5.086  -0.659
26 C 5.214 -3.463 -3.971  -0.396
27 C 4.667 -3.118 -2.741  -0.877
28 C 3.844 -2.011 -2.623  -0.416
29 H 0.908 1.949 -3.703  0.326
30 H 1.227 4.163 -4.720  0.403
31 H 3.372 4.730 -5.843  0.379
32 H 5.189 3.041 -5.897  0.369
33 H 4.874 0.847 -4.874  0.514
34 H 3.863 -0.996 -5.853  0.572
35 H 5.328 -2.959 -6.055  0.354
36 H 5.856 -4.330 -4.060  0.362
37 H 4.883 -3.712 -1.862  0.419
38 H 3.417 -1.745 -1.662  0.759
39 C -4.902 -2.604 -0.948  -1.063
40 N -4.146 -1.796 -0.027  -0.112
41 C -3.015 -1.099 -0.321  0.391
42 N -2.577 -1.154 -1.609  -0.288
43 O -2.451 -0.426 0.552  -0.638
44 H -5.926 -2.697 -0.588  0.343
45 H -4.487 -3.610 -1.070  0.305
46 H -4.945 -2.119 -1.924  0.357
47 H -4.376 -1.796 0.950  0.268
48 H -2.777 -1.990 -2.134  0.259
49 H -1.630 -0.790 -1.755  -0.058
50 N 2.613 2.029 -0.081  -0.060
51 C 1.464 2.680 -0.242  0.188
52 N 0.284 2.143 -0.108  0.525
53 C -0.703 3.067 -0.395  -0.969
54 C -2.071 2.804 -0.372  -0.084
55 C -2.954 3.824 -0.682  -0.730
56 C -2.501 5.101 -1.016  -0.414
57 C -1.142 5.375 -1.044  -0.595
58 C -0.259 4.354 -0.734  0.752
59 S 1.482 4.382 -0.702  -0.367
60 H 2.628 1.022 0.135  -0.015
61 H 3.485 2.506 -0.212  0.238
62 H -2.417 1.814 -0.105  0.428
63 H -4.018 3.623 -0.667  0.398
64 H -3.211 5.881 -1.257  0.357
65 H -0.783 6.362 -1.306  0.383
66 Br -1.353 -7.336 0.591  -0.249
67 C -0.924 -5.478 0.513  0.074
68 C -0.102 -5.009 -0.495  -0.586
69 C 0.193 -3.650 -0.540  -0.193
70 C -0.309 -2.725 0.388  -0.243
71 C -1.126 -3.270 1.387  0.518
72 C -1.442 -4.623 1.468  -0.652
73 H 0.300 -5.694 -1.231  0.444
74 H 0.837 -3.297 -1.341  0.250
75 H -1.562 -2.616 2.141  0.204
76 H -2.079 -5.007 2.255  0.425

Calculated values
Maximum force, eV/Å: 0.46
Spin multiplicity: 6
Energy relative to the best compared isomer or geometry (same formula, charge and spin), eV: 0.000
Charge: -1
Electronic energy, a.u.: -4843.3232
Gap between HOMO and LUMO (alpha / beta), eV: 5.689 / 6.531
HOMO level (alpha / beta), eV: -3.28 / -4.37


(2)
Molecular formula: C33H32CrN2O2P
Method: DFT, ωB97M-V with the def2-TZVPD basis set

Last column: Mulliken charge in e.
Element x y z (Å)
1 Cr 0.063 0.010 -1.681  -0.007
2 C -3.717 1.314 -3.229  -1.178
3 C -2.231 1.433 -2.967  0.905
4 O -1.704 0.319 -2.496  -0.280
5 C -1.565 2.655 -2.968  -1.675
6 C -0.166 2.856 -2.667  0.934
7 C 0.494 4.125 -3.117  -1.339
8 N 0.588 1.931 -2.109  0.636
9 N 1.930 2.266 -1.795  -0.723
10 C 2.503 1.175 -1.436  0.292
11 O 2.001 -0.017 -1.525  -0.602
12 C 3.859 1.321 -0.807  0.319
13 C 4.320 0.344 0.041  -0.239
14 C 5.492 0.467 0.790  -0.994
15 C 6.254 1.611 0.568  -0.338
16 C 5.843 2.601 -0.335  -0.680
17 C 4.624 2.488 -1.018  -0.439
18 H -4.193 2.227 -3.634  0.342
19 H -4.213 1.048 -2.302  0.175
20 H -3.795 0.577 -4.034  0.349
21 H -1.961 3.431 -3.504  0.405
22 H 0.959 3.856 -4.056  0.284
23 H 1.290 4.458 -2.454  0.339
24 H -0.309 4.883 -3.289  0.407
25 H 3.682 -0.506 0.147  0.624
26 H 5.738 -0.251 1.489  0.538
27 H 7.134 1.822 1.098  0.427
28 H 6.428 3.498 -0.496  0.377
29 H 4.226 3.195 -1.699  0.534
30 C -1.969 -1.003 3.490  -1.105
31 C -0.821 -0.071 3.104  1.272
32 C -0.183 0.577 4.185  -0.834
33 C 0.901 1.412 3.914  -0.530
34 C 1.300 1.674 2.621  -0.890
35 C 0.665 0.991 1.592  -1.505
36 C -0.394 0.096 1.794  0.298
37 P -0.831 -0.982 0.420  2.171
38 C -2.548 -1.556 0.538  0.977
39 C -2.870 -2.891 0.452  -1.312
40 C -4.174 -3.271 0.303  -0.692
41 C -5.229 -2.345 0.296  -0.747
42 C -4.926 -1.005 0.459  -0.456
43 C -3.626 -0.555 0.541  0.950
44 C -3.351 0.907 0.594  -1.475
45 C 0.272 -2.379 0.460  0.460
46 C 0.910 -2.910 1.593  -0.651
47 C 1.950 -3.846 1.460  -0.838
48 C 2.406 -4.133 0.209  -0.575
49 C 1.719 -3.677 -0.935  -0.740
50 C 0.714 -2.728 -0.835  1.435
51 C 0.037 -2.074 -1.971  -1.896
52 H -2.864 -0.933 2.851  0.103
53 H -2.448 -0.714 4.426  0.494
54 H -1.748 -2.130 3.566  0.205
55 H -0.612 0.406 5.209  0.365
56 H 1.364 2.000 4.739  0.311
57 H 2.155 2.311 2.404  0.516
58 H 1.114 1.195 0.664  0.615
59 H -2.079 -3.601 0.545  0.579
60 H -4.400 -4.343 0.126  0.368
61 H -6.287 -2.667 0.123  0.326
62 H -5.725 -0.252 0.509  0.384
63 H -4.283 1.483 0.444  0.417
64 H -2.511 1.164 -0.020  -0.075
65 H -2.975 1.276 1.554  0.332
66 H 0.561 -2.695 2.617  0.200
67 H 2.352 -4.279 2.334  0.518
68 H 3.174 -4.854 -0.086  0.358
69 H 2.137 -4.068 -1.861  0.394
70 H -0.981 -2.383 -1.960  0.526
71 H 0.530 -2.285 -2.985  0.354

Calculated values
Maximum force, eV/Å: 3.06
Spin multiplicity: 4
Charge: 0
Electronic energy, a.u.: -2922.5144
Gap between HOMO and LUMO (alpha / beta), eV: 7.315 / 8.024
HOMO level (alpha / beta), eV: -7.63 / -7.69


(3)
Molecular formula: C33H32N11O4RbS3Se
Method: DFT, ωB97M-V with the def2-TZVPD basis set

Last column: Mulliken charge in e.
Element x y z (Å)
1 Rb 0.331 -0.174 -0.286  0.788
2 N -1.613 1.288 6.834  -0.596
3 C -0.925 1.566 5.639  0.786
4 C -1.226 0.861 4.474  -0.013
5 C -0.580 1.169 3.292  0.360
6 C 0.370 2.178 3.243  -0.343
7 C 0.672 2.882 4.397  -0.470
8 C 0.028 2.578 5.589  -0.749
9 S 1.306 2.495 1.766  1.189
10 O 2.026 3.724 2.025  -0.762
11 O 2.092 1.287 1.550  -0.619
12 N 0.127 2.629 0.684  -0.279
13 C 0.521 2.897 -0.587  -0.185
14 N 1.838 3.053 -0.871  -0.310
15 C 2.178 3.236 -2.132  -0.149
16 C 1.262 3.270 -3.169  -0.601
17 C -0.061 3.127 -2.782  -0.084
18 N -0.452 2.961 -1.531  -0.342
19 H -2.039 0.374 6.845  0.247
20 H -1.067 1.448 7.665  0.217
21 H -1.970 0.071 4.486  -0.315
22 H -0.842 0.608 2.408  -0.064
23 H 1.413 3.668 4.347  0.537
24 H 0.261 3.137 6.489  0.260
25 H 3.243 3.361 -2.322  0.459
26 H 1.554 3.374 -4.204  0.362
27 H -0.856 3.151 -3.523  0.407
28 Se -5.313 -3.650 -0.502  -0.047
29 N -4.626 -4.677 -1.837  -1.016
30 C -3.646 -3.937 -2.374  0.803
31 C -2.823 -4.339 -3.438  -0.669
32 C -1.838 -3.466 -3.880  -0.557
33 C -1.686 -2.226 -3.270  -0.593
34 N -2.434 -1.783 -2.254  -0.316
35 C -3.405 -2.612 -1.802  0.391
36 N -4.199 -2.254 -0.788  -0.393
37 H -2.966 -5.319 -3.878  0.379
38 H -1.156 -3.738 -4.676  0.383
39 H -0.901 -1.564 -3.613  0.684
40 C -4.294 2.545 -0.268  -0.846
41 N -4.195 1.803 0.981  -0.166
42 C -3.413 2.570 1.941  -0.622
43 C -3.603 0.502 0.706  -0.542
44 C -3.571 -0.427 1.892  1.296
45 C -4.617 -0.500 2.811  -0.327
46 C -4.577 -1.407 3.864  -0.688
47 C -3.499 -2.272 4.014  -0.559
48 C -2.449 -2.225 3.101  -1.084
49 C -2.540 -1.301 2.102  -0.165
50 H -4.785 3.504 -0.085  0.328
51 H -4.892 1.979 -0.985  0.336
52 H -3.307 2.738 -0.716  0.222
53 H -3.915 3.521 2.138  0.405
54 H -2.396 2.782 1.576  0.099
55 H -3.336 2.027 2.883  0.141
56 H -2.581 0.595 0.304  -0.136
57 H -4.186 0.010 -0.076  0.732
58 H -5.455 0.174 2.685  0.420
59 H -5.401 -1.448 4.566  0.377
60 H -3.473 -2.987 4.828  0.387
61 H -1.604 -2.897 3.190  0.449
62 N 7.564 0.683 -4.384  -0.616
63 C 6.308 0.119 -4.093  1.100
64 C 5.305 0.899 -3.517  -0.585
65 C 4.063 0.353 -3.254  -0.296
66 C 3.807 -0.978 -3.557  -0.692
67 C 4.792 -1.754 -4.142  -0.163
68 C 6.038 -1.206 -4.415  -0.785
69 S 2.209 -1.650 -3.166  1.142
70 O 2.180 -2.961 -3.774  -0.719
71 O 1.251 -0.666 -3.630  -0.679
72 N 2.087 -1.660 -1.600  0.282
73 C 2.910 -2.281 -0.734  0.093
74 S 4.317 -3.254 -1.170  -0.075
75 C 4.673 -3.468 0.503  -0.314
76 C 3.732 -2.839 1.244  -0.689
77 N 2.735 -2.194 0.567  -0.218
78 H 7.791 1.475 -3.802  0.234
79 H 8.315 0.011 -4.386  0.223
80 H 5.507 1.935 -3.267  0.259
81 H 3.282 0.950 -2.802  0.142
82 H 4.571 -2.786 -4.380  0.537
83 H 6.812 -1.815 -4.869  0.259
84 H 5.526 -4.034 0.837  0.367
85 H 3.718 -2.816 2.325  0.358

Calculated values
Maximum force, eV/Å: 0.60
Spin multiplicity: 1
Energy relative to the best compared isomer or geometry (same formula, charge and spin), eV: 0.540
Charge: -2
Electronic energy, a.u.: -5800.0956
Gap between HOMO and LUMO (alpha / beta), eV: 6.400 / 3.914
HOMO level (alpha / beta), eV: -2.66 / -0.19